[1]
Below is a structure of composition C42H50AsCl3FeNOS4SbSi3 at a distorted geometry, with properties calculated with ωB97M-V with the def2-TZVPD basis set.

XYZ file:
```
107
Properties=species:S:1:pos:R:3:forces:R:3:mulliken_charge:R:1
Fe 0.0762 -0.1907 -0.1591 -0.83 -1.52 0.73 2.82
S 0.2009 -0.0962 2.1593 -0.14 -0.31 0.11 -0.44
C 1.8292 0.0180 2.8238 0.08 0.06 -0.39 0.10
C 1.9837 0.1625 4.2009 -0.02 0.04 -0.06 -0.84
C 3.2515 0.2854 4.7455 -0.01 -0.05 0.00 -0.80
C 4.3713 0.2748 3.9252 0.01 0.00 0.08 -0.85
C 4.2223 0.1112 2.5566 0.08 -0.03 -0.22 -0.56
C 2.9597 -0.0367 1.9980 -0.24 0.18 0.09 -0.43
As 2.6331 -0.3090 0.1046 1.24 -0.52 0.48 0.76
C 2.8062 -2.2305 -0.0404 -0.10 -0.16 -0.02 0.57
C 3.4167 -3.0201 0.9266 -0.09 0.16 0.13 -0.02
C 3.5443 -4.3856 0.7247 0.03 0.02 0.03 -0.89
C 3.0844 -4.9603 -0.4516 -0.01 -0.05 0.00 -0.76
C 2.4912 -4.1727 -1.4270 -0.05 -0.07 -0.03 -0.37
C 2.3439 -2.8111 -1.2154 -0.01 0.06 0.12 0.00
C 4.3777 0.1480 -0.6625 -0.27 0.33 -0.22 0.42
C 5.4081 -0.7813 -0.7569 -0.07 -0.13 0.06 -0.19
C 6.6366 -0.4074 -1.2810 0.04 0.10 -0.02 -0.79
C 6.8437 0.8931 -1.7190 0.01 -0.01 0.00 -0.57
C 5.8152 1.8201 -1.6431 -0.01 0.06 0.00 -0.80
C 4.5865 1.4466 -1.1213 -0.17 -0.05 0.07 -0.32
H 1.1037 0.1818 4.8309 0.01 0.00 0.02 0.55
H 3.3637 0.3869 5.8169 0.01 0.04 0.00 0.41
H 5.3578 0.3949 4.3520 0.01 -0.03 -0.01 0.42
H 5.0960 0.0968 1.9153 0.02 0.01 0.03 0.53
H 3.7774 -2.5637 1.8414 -0.01 -0.07 0.01 0.41
H 4.0023 -4.9987 1.4900 0.01 -0.02 -0.02 0.44
H 3.1809 -6.0273 -0.6041 0.01 0.00 -0.01 0.37
H 2.1351 -4.6226 -2.3437 -0.07 0.00 -0.02 0.44
H 1.8652 -2.1902 -1.9631 -0.05 -0.06 -0.14 -0.04
H 5.2630 -1.8007 -0.4244 -0.01 0.01 -0.01 0.43
H 7.4357 -1.1338 -1.3482 -0.01 -0.02 0.01 0.44
H 7.8047 1.1837 -2.1219 0.00 -0.01 -0.01 0.39
H 5.9680 2.8334 -1.9907 0.00 0.00 0.00 0.44
H 3.7762 2.1655 -1.0672 0.07 0.08 -0.01 0.23
Cl 1.7750 -1.3164 -5.0300 -0.27 0.08 0.29 -0.06
C 0.6622 0.0178 -4.6849 0.31 0.19 -1.41 0.79
Cl 1.3961 1.5485 -5.2773 -0.14 -0.30 0.32 -0.08
Cl -0.8904 -0.2084 -5.5007 0.11 -0.18 0.29 -0.05
C 0.4740 0.1743 -3.2575 0.11 0.52 0.55 -1.70
N 0.4033 0.4859 -2.1556 -0.02 -0.72 -0.61 1.06
O -1.2283 -1.5040 -0.3628 0.72 0.57 -0.36 0.38
C -1.9131 -2.7187 -0.1664 -0.15 -0.14 0.51 2.89
C -1.5836 -3.2855 1.2067 0.27 0.12 -0.14 -0.85
C -2.3792 -3.4006 2.3063 -0.04 -0.01 -0.04 -0.50
C -1.6743 -3.8666 3.4487 -0.04 0.05 0.14 -0.90
C -0.3597 -4.0874 3.1945 0.20 -0.01 -0.20 -0.78
S 0.0373 -3.7474 1.5604 -0.11 -0.10 0.15 0.52
C -3.4070 -2.4509 -0.2127 -0.05 -0.01 -0.27 -0.82
C -4.0575 -1.3693 0.2939 0.03 -0.04 0.04 0.04
C -5.4660 -1.4453 0.1251 -0.04 0.05 0.12 -0.70
C -5.8514 -2.5854 -0.5043 0.04 -0.20 -0.08 -0.77
S -4.5121 -3.5795 -0.9045 0.00 0.30 0.10 -0.17
C -1.5295 -3.6992 -1.2586 0.35 0.44 -0.02 -0.78
C -1.4617 -5.0553 -1.2624 -0.07 0.02 0.04 -0.33
C -1.0578 -5.5798 -2.5239 0.00 -0.12 0.03 -1.01
C -0.8285 -4.6106 -3.4445 0.01 0.20 -0.09 -0.58
S -1.0959 -3.0440 -2.7897 0.02 -0.17 -0.13 0.06
H -3.4344 -3.1703 2.3063 0.00 0.03 -0.02 0.64
H -2.1313 -4.0140 4.4163 0.00 -0.05 0.00 0.44
H 0.4056 -4.4436 3.8655 -0.04 0.00 0.04 0.53
H -3.5439 -0.5478 0.7751 0.03 -0.06 -0.03 0.09
H -6.1571 -0.6852 0.4621 -0.03 -0.01 0.00 0.50
H -6.8486 -2.9028 -0.7625 -0.02 0.02 0.02 0.47
H -1.7010 -5.6647 -0.4026 0.04 0.03 0.04 0.65
H -0.9349 -6.6355 -2.7183 -0.03 0.01 -0.04 0.45
H -0.5229 -4.7213 -4.4729 0.02 -0.04 0.02 0.53
C -3.4988 1.1398 3.0153 0.22 0.24 -0.20 -0.88
Si -2.5843 2.6390 2.3216 -0.08 -0.20 0.34 0.74
C -3.7556 4.0991 2.0772 0.23 -0.29 -0.20 -1.18
C -1.1607 3.1285 3.4625 -0.12 -0.12 -0.35 -0.54
Sb -1.5299 1.8078 0.0381 -0.70 1.84 -0.06 -2.11
Si 0.3339 3.6540 -0.2067 0.07 0.29 0.12 0.39
C 1.7019 3.3189 1.0527 -0.35 0.02 -0.15 -0.15
C 1.1149 3.6588 -1.9303 -0.28 -0.11 0.20 -0.63
C -0.4807 5.3270 0.1396 0.06 -0.30 -0.12 -0.99
Si -3.1393 2.2221 -2.0286 -0.20 0.06 0.06 0.68
C -4.2518 3.6753 -1.5718 0.19 -0.20 -0.03 -1.07
C -4.1342 0.6523 -2.3213 0.28 0.27 0.01 -0.62
C -2.1322 2.6888 -3.5586 -0.07 -0.07 0.31 -0.42
H -3.7964 1.3141 4.0512 0.01 0.09 0.02 0.53
H -2.8523 0.2595 2.9993 -0.01 -0.02 0.01 0.12
H -4.4016 0.9195 2.4430 0.01 -0.01 -0.02 0.22
H -4.0288 4.5010 3.0551 0.04 -0.04 0.06 0.40
H -4.6749 3.7991 1.5744 0.00 -0.02 0.00 0.32
H -3.3023 4.9055 1.4998 0.03 0.01 0.01 0.31
H -1.5211 3.1983 4.4910 -0.12 0.01 -0.01 0.48
H -0.7299 4.0938 3.1933 -0.01 0.01 -0.02 0.30
H -0.3720 2.3756 3.4403 -0.01 -0.01 0.01 -0.15
H 2.2406 2.4087 0.7945 0.06 -0.07 0.04 -0.52
H 1.3171 3.1981 2.0656 -0.01 -0.03 -0.02 0.19
H 2.4247 4.1380 1.0661 -0.03 0.06 -0.09 0.56
H 1.6719 2.7399 -2.1147 0.04 -0.02 0.00 -0.18
H 1.8124 4.4947 -2.0182 0.00 0.04 0.09 0.53
H 0.3722 3.7626 -2.7222 0.00 0.01 0.00 0.26
H -0.6281 5.4865 1.2086 -0.01 -0.04 0.02 0.29
H -1.4528 5.4125 -0.3485 0.00 0.01 -0.04 0.21
H 0.1505 6.1358 -0.2338 0.05 0.00 0.01 0.44
H -4.8828 3.4599 -0.7098 0.00 -0.06 -0.01 0.25
H -4.9076 3.9118 -2.4130 -0.01 -0.03 -0.04 0.42
H -3.6726 4.5719 -1.3448 0.03 0.00 -0.01 0.26
H -4.8945 0.5130 -1.5537 0.05 0.00 0.01 0.16
H -3.4948 -0.2330 -2.3197 -0.02 -0.03 0.02 0.04
H -4.6437 0.7023 -3.2865 0.03 0.09 -0.04 0.51
H -1.8375 3.7383 -3.5191 0.04 0.01 0.02 0.32
H -2.7384 2.5481 -4.4560 -0.08 -0.01 0.03 0.43
H -1.2361 2.0820 -3.6722 0.00 0.07 -0.01 -0.36
```
Forces are in eV/Å.

Computed properties:
* DFT total energy: -254204.2455 eV
* charge: +1
* multiplicity: 6
* molar mass: 1156.28 g mol⁻¹
* frontier orbital gap (spin up / spin down): 0.2587 / 0.2305 hartree


[2]
Below is a structure of composition C12H24O17RbS2 at a distorted geometry, with properties calculated with ωB97M-V with the def2-TZVPD basis set.

XYZ file:
```
56
Properties=species:S:1:pos:R:3:forces:R:3:mulliken_charge:R:1
Rb 34.9464 -20.4688 5.5991 0.62 -0.83 -0.44 0.83
S 34.5780 -22.9326 3.1702 1.99 -0.80 -0.02 1.06
O 33.6985 -22.4213 4.2464 -1.43 1.08 1.00 -0.78
O 34.8778 -24.3446 3.5050 -0.29 0.06 -0.74 -0.75
O 33.9173 -22.7564 1.8701 -1.16 -0.30 -1.15 -0.79
O 35.8341 -22.1340 3.1157 -0.25 0.38 0.38 -0.76
S 37.3483 -22.2410 7.1258 -0.05 -1.41 -0.80 1.07
O 35.9246 -22.1227 7.5727 -0.76 0.76 0.65 -0.74
O 38.2433 -21.7476 8.1895 0.46 0.72 0.65 -0.82
O 37.6060 -23.6558 6.8457 0.48 -0.49 0.30 -0.77
O 37.4991 -21.4693 5.8696 0.29 1.09 0.21 -0.75
C 33.7350 -20.5266 10.6902 -0.07 -0.61 0.35 -1.16
C 33.9050 -21.6557 9.6647 1.52 1.47 0.20 0.23
O 32.6591 -22.1018 9.1466 -0.34 -0.23 0.20 -0.39
C 32.2948 -21.5600 7.9964 0.16 -0.34 -0.90 0.70
O 32.7726 -20.6003 7.4561 0.17 0.86 0.21 -0.40
O 31.3115 -22.2740 7.4681 -0.37 -0.54 0.94 -0.43
C 31.0077 -22.0978 6.1038 -0.87 0.13 -1.19 -0.34
H 34.6425 -19.9358 10.8298 0.20 -0.21 -0.31 0.28
H 33.5311 -20.9668 11.6732 -0.49 0.35 0.03 0.34
H 32.9605 -19.8343 10.3563 -0.17 -0.09 0.19 0.27
H 34.4494 -22.5059 10.0673 -0.33 -0.16 0.04 0.33
H 34.5771 -21.2709 8.8924 -0.26 -0.53 -0.41 0.06
H 31.8786 -21.9670 5.4543 0.18 -0.28 0.12 0.15
H 30.2768 -21.2961 5.9158 0.35 0.36 0.45 0.25
H 30.4374 -22.9854 5.8181 0.49 -0.19 0.00 0.24
C 38.1156 -18.0520 6.1487 0.10 0.55 -0.84 -0.76
C 37.9376 -16.7017 5.4545 0.00 -0.93 0.80 -0.03
O 39.2398 -16.0723 5.2730 -0.03 0.75 -0.17 -0.38
C 39.8051 -16.1153 4.0818 -0.21 -0.51 -0.15 0.72
O 40.7371 -15.4357 3.7398 0.45 0.35 0.19 -0.64
O 39.2188 -17.0204 3.2942 0.15 -0.01 -0.25 -0.29
C 39.8496 -17.3533 2.0557 -1.28 -0.31 -0.24 -0.77
H 37.1963 -18.6197 6.0567 -0.01 -0.17 0.33 0.09
H 38.4278 -17.9361 7.1829 -0.07 -0.13 0.06 0.25
H 38.8660 -18.6132 5.5934 -0.03 -0.23 0.18 0.31
H 37.3797 -16.0186 6.0928 -0.02 0.17 -0.17 0.22
H 37.4522 -16.8354 4.4932 -0.07 0.19 0.09 0.29
H 39.0075 -17.6998 1.4496 0.22 -0.17 0.00 0.27
H 40.5091 -18.2006 2.2244 0.35 0.25 -0.12 0.30
H 40.2695 -16.4976 1.5355 0.44 0.04 0.38 0.32
C 32.2354 -18.6984 3.7379 -0.50 0.23 -0.18 -0.70
C 32.2503 -17.2604 4.2744 1.68 -0.69 -1.79 -0.22
O 32.2489 -17.1575 5.6843 -1.39 0.50 0.50 -0.39
C 33.3767 -17.2558 6.3706 -0.24 -0.61 -0.67 0.77
O 34.4401 -17.5453 5.9042 0.63 0.32 0.03 -0.39
O 33.1024 -17.0225 7.6497 -0.35 0.48 -0.02 -0.34
C 34.1907 -17.1549 8.5171 1.19 -1.06 1.78 -0.49
H 31.9119 -18.7584 2.6932 -0.17 0.48 0.04 0.39
H 31.5017 -19.2877 4.2881 0.42 -0.32 0.17 0.08
H 33.2279 -19.1323 3.6701 -0.05 -0.33 0.65 0.13
H 31.4524 -16.6767 3.8191 -0.38 0.09 0.76 0.38
H 33.1842 -16.8291 3.8926 -0.09 0.22 0.20 0.23
H 35.0017 -16.4343 8.4118 -0.19 0.17 -0.58 0.31
H 34.6257 -18.1597 8.5167 0.00 0.05 -0.66 0.13
H 33.8607 -17.0887 9.5579 -0.59 0.39 -0.29 0.26
```
Forces are in eV/Å.

Computed properties:
* DFT total energy: -69965.0757 eV
* relative energy (zero: lowest compared OMol25 entry of this formula, charge and spin): 0.0 kJ/mol
* charge: -3
* molar mass: 589.91 g mol⁻¹
* frontier orbital gap: 0.1046 hartree


[3]
Below is a structure of composition C43H70FN5OPPdS at a distorted geometry, with properties calculated with ωB97M-V with the def2-TZVPD basis set.

XYZ file:
```
123
Properties=species:S:1:pos:R:3:forces:R:3:mulliken_charge:R:1
Pd 0.0164 0.7170 0.2953 0.36 -1.25 -0.76 -0.46
C 5.2111 2.3124 -2.4842 -0.11 0.00 0.02 -1.80
C 3.9763 1.4241 -2.2831 0.10 -0.05 -0.12 0.75
C 3.7156 0.6322 -3.5688 -0.08 0.01 0.09 -1.64
C 4.1509 0.5266 -1.0710 -0.18 0.07 0.13 0.69
C 5.0500 -0.5276 -1.1571 0.05 -0.05 0.03 -0.19
C 5.2952 -1.3705 -0.0856 0.05 0.01 0.01 -1.51
C 4.6626 -1.1053 1.1181 0.09 -0.04 -0.01 -0.35
C 3.7536 -0.0652 1.2556 0.06 0.17 -0.01 -0.01
C 3.2063 0.2039 2.6458 -0.17 0.15 0.03 -0.08
C 1.7289 -0.1699 2.7699 0.19 0.07 -0.02 1.61
C 3.4511 1.6491 3.0920 0.00 -0.12 0.07 -1.48
C 3.4189 0.7446 0.1342 0.29 -0.32 -0.03 -0.41
N 2.3706 1.6383 0.1899 -0.91 0.70 -0.28 1.84
C 2.5781 2.9642 0.1258 0.53 0.04 0.26 -0.56
C 3.8154 3.5677 0.5030 -0.18 0.05 -0.15 -0.07
C 4.0020 4.9359 0.5513 0.17 0.12 0.00 -1.11
C 2.9857 5.8196 0.2219 0.00 0.14 0.02 -0.70
C 1.7635 5.2862 -0.1856 0.20 0.05 0.08 -0.63
C 1.5864 3.9277 -0.2372 0.31 -0.27 0.06 -0.29
F 0.3998 3.4939 -0.7136 -0.44 -0.31 -0.04 -0.23
H 5.0766 2.9619 -3.3538 0.02 0.00 0.00 0.45
H 6.0982 1.6947 -2.6494 0.01 0.00 -0.02 0.33
H 5.3884 2.9415 -1.6142 0.01 0.03 0.04 0.36
H 3.1122 2.0654 -2.1160 -0.04 0.00 0.09 0.28
H 4.5946 0.0578 -3.8707 0.00 -0.01 -0.01 0.30
H 3.4691 1.3158 -4.3854 0.00 -0.01 -0.02 0.48
H 2.8835 -0.0586 -3.4334 0.09 0.02 -0.08 0.40
H 5.5803 -0.6965 -2.0889 -0.02 0.01 -0.01 0.27
H 5.9876 -2.1991 -0.1793 0.01 0.01 0.01 0.40
H 4.8953 -1.7163 1.9861 -0.04 0.00 0.02 0.27
H 3.7692 -0.4388 3.3338 0.05 -0.01 -0.06 0.77
H 1.1459 0.2794 1.9355 0.14 -0.22 0.54 -1.49
H 1.3314 0.1539 3.7401 -0.02 0.01 -0.03 0.13
H 1.6223 -1.2535 2.7097 -0.07 0.01 -0.01 0.03
H 2.8181 2.3383 2.5351 0.05 -0.01 0.04 -0.05
H 4.4921 1.9344 2.9248 -0.04 0.03 0.04 0.41
H 3.2399 1.7555 4.1616 -0.03 -0.02 0.01 0.49
H 4.6208 2.9026 0.7905 0.02 0.02 -0.05 0.72
H 4.9679 5.3266 0.8565 0.00 -0.03 0.01 0.38
H 3.1371 6.8905 0.2646 -0.01 0.00 -0.01 0.37
H 0.9469 5.9311 -0.4899 -0.04 -0.07 -0.02 0.44
C -6.4320 2.3423 1.1895 -0.02 0.10 -0.07 -1.22
C -6.6848 2.6830 -0.2761 0.23 -0.16 0.06 0.88
C -7.0952 1.4441 -1.0723 -0.02 0.16 -0.01 -1.42
C -5.4670 3.3960 -0.8928 -0.42 0.02 -0.01 -1.23
N -4.2572 2.6034 -0.9606 0.40 -0.17 0.15 0.80
C -3.1526 2.5916 -0.1842 -0.28 0.10 -0.07 -0.67
N -2.2974 1.7365 -0.6787 0.00 0.20 0.06 0.36
N -2.8848 1.2267 -1.7710 -0.11 -0.20 -0.30 0.05
N -4.0513 1.7274 -1.9587 -0.03 0.11 0.03 -1.13
H -7.3369 1.9443 1.6500 0.02 -0.03 0.02 0.49
H -6.1276 3.2284 1.7521 0.02 -0.04 0.03 0.36
H -5.6485 1.5902 1.2818 0.05 -0.05 0.04 -0.01
H -7.5031 3.4090 -0.3245 0.04 0.05 0.00 0.29
H -6.2433 0.7899 -1.2441 0.02 -0.08 0.04 0.18
H -7.4967 1.7240 -2.0481 0.03 -0.04 -0.02 0.36
H -7.8587 0.8810 -0.5335 -0.03 0.02 -0.02 0.43
H -5.2372 4.2845 -0.3043 0.04 0.04 -0.06 0.42
H -5.7054 3.6989 -1.9130 0.08 0.05 0.01 0.37
H -3.0038 3.2034 0.6879 0.01 -0.03 0.03 0.45
C 0.0359 3.3848 3.8911 -0.36 -0.06 -0.17 -0.53
S -1.5472 2.6342 3.3846 0.53 0.02 1.10 0.26
C -1.5436 1.3487 4.6829 -0.03 0.27 -0.27 -0.80
O -1.2796 1.9342 2.1163 -0.30 -0.01 -0.53 -0.42
H 0.0330 3.5516 4.9678 0.02 0.03 0.00 0.47
H 0.1523 4.3263 3.3570 0.00 -0.02 -0.02 0.35
H 0.8259 2.6967 3.5888 -0.05 -0.05 0.04 -0.27
H -1.7575 1.8137 5.6455 0.01 -0.02 0.01 0.47
H -0.5739 0.8534 4.6855 0.01 0.01 -0.03 0.15
H -2.3210 0.6320 4.4229 -0.03 0.04 -0.02 0.15
C 2.0446 -5.1054 0.7413 0.10 0.09 0.08 -0.89
C 1.4870 -4.2853 1.9033 -0.06 -0.08 -0.11 -0.81
C 0.2857 -3.4372 1.4444 0.10 0.00 0.00 -0.50
C 0.4068 -3.0199 -0.0310 0.00 0.28 -0.08 0.99
C 1.8918 -2.8225 -0.3498 -0.04 -0.13 -0.08 0.76
C 2.6297 -4.1675 -0.3299 -0.09 -0.01 0.06 -1.01
P -0.5121 -1.4292 -0.3758 -0.16 0.77 0.09 0.18
C -0.7532 -1.4699 -2.2382 0.35 -0.11 0.14 0.40
C -0.8626 -2.8272 -2.9710 0.04 -0.03 0.04 -1.18
C 0.3960 -3.1487 -3.7751 -0.12 0.07 -0.05 -0.40
C 0.6461 -2.0939 -4.8638 0.02 0.01 0.06 -0.95
C 0.2468 -0.6780 -4.4024 0.07 -0.12 0.02 -0.95
C 0.3148 -0.5649 -2.8827 -0.22 -0.09 -0.13 0.56
C -2.2607 -1.8206 0.1826 0.25 -0.16 0.12 0.56
C -2.8831 -3.1968 -0.0989 -0.05 0.06 0.05 -0.82
C -4.1021 -3.4472 0.8113 -0.08 0.04 -0.10 -1.05
C -4.8294 -2.1374 1.1173 0.05 -0.08 0.08 -0.51
C -3.9299 -1.2148 1.9620 0.00 -0.07 -0.09 -0.04
C -2.4422 -1.4454 1.6589 -0.17 0.05 -0.09 -0.47
H 1.2367 -5.7094 0.3166 0.01 -0.02 -0.01 0.31
H 2.8106 -5.7997 1.0972 -0.03 -0.04 -0.03 0.56
H 2.2823 -3.6342 2.2792 -0.01 0.00 0.05 0.17
H 1.1871 -4.9411 2.7250 0.04 0.05 0.05 0.55
H 0.2326 -2.5342 2.0568 -0.11 -0.05 0.04 -0.35
H -0.6410 -3.9945 1.6058 0.00 0.02 0.00 0.45
H 0.0091 -3.8166 -0.6707 0.05 -0.01 0.07 0.76
H 2.3159 -2.1370 0.3870 -0.02 0.01 -0.04 -1.04
H 2.0341 -2.3366 -1.3143 0.04 0.05 -0.01 -0.53
H 3.6909 -3.9886 -0.1368 0.00 -0.01 -0.02 0.44
H 2.5550 -4.6484 -1.3105 0.04 0.02 -0.01 0.22
H -1.6967 -0.9441 -2.3589 -0.19 0.12 0.03 0.82
H -1.7157 -2.7998 -3.6593 -0.01 -0.01 0.01 0.48
H -1.0619 -3.6374 -2.2660 -0.09 0.01 -0.10 0.47
H 0.3091 -4.1379 -4.2339 0.05 -0.02 0.05 0.53
H 1.2492 -3.1856 -3.0949 0.03 -0.04 0.00 -0.19
H 0.0863 -2.3581 -5.7663 0.03 -0.01 -0.01 0.39
H 1.7068 -2.1111 -5.1310 -0.02 0.01 -0.05 0.36
H -0.7765 -0.4553 -4.7225 0.01 0.03 0.00 0.44
H 0.8992 0.0602 -4.8743 -0.05 0.04 -0.01 0.41
H 0.1420 0.4578 -2.5428 0.08 0.00 0.02 0.42
H 1.3156 -0.8387 -2.5377 -0.07 0.05 0.06 -1.17
H -2.8208 -1.0791 -0.3940 -0.03 0.12 -0.02 0.26
H -2.1543 -3.9979 0.0491 -0.01 0.00 -0.05 -0.01
H -3.1951 -3.2373 -1.1466 0.01 -0.05 0.00 0.37
H -3.7799 -3.8943 1.7572 0.01 -0.03 -0.01 0.32
H -4.7847 -4.1590 0.3387 0.02 -0.04 0.04 0.59
H -5.7698 -2.3365 1.6391 -0.02 0.04 -0.05 0.53
H -5.0836 -1.6518 0.1697 -0.03 0.01 0.01 0.05
H -4.1311 -1.3784 3.0265 0.01 0.02 -0.01 0.54
H -4.1663 -0.1690 1.7470 -0.06 0.04 0.03 -0.63
H -2.0434 -2.2343 2.3034 0.01 0.03 -0.03 0.20
H -1.8724 -0.5322 1.8436 0.08 -0.02 0.11 -0.27
```
Forces are in eV/Å.

Computed properties:
* DFT total energy: -81546.7576 eV
* relative energy (zero: lowest compared OMol25 entry of this formula, charge and spin): 167.0 kJ/mol
* charge: -1
* molar mass: 861.53 g mol⁻¹
* frontier orbital gap: 0.1708 hartree